1.
This record from OMol25 describes 2 unconnected molecules or ions with the total composition C3H7O2. The level of theory is wB97M-V/def2-TZVPD.

Geometry (Å):
1 C -1.9797 0.5905 -0.2593
2 O -1.2589 0.2223 0.9128
3 H -2.9637 0.1092 -0.1757
4 H -2.1188 1.6722 -0.3389
5 H -1.4683 0.1893 -1.1305
6 O 1.0427 0.4196 -1.3191
7 C 1.5648 -0.4706 -0.5997
8 C 1.6087 -0.5227 0.7983
9 H 1.9931 -1.3580 -1.1208
10 H 1.7587 0.4318 1.3016
11 H 2.1197 -1.3694 1.2505
12 H -0.2981 0.0858 0.6810

## Properties
Orbital gap in eV: 7.05
Energy relative to the best compared isomer or geometry (same formula, charge and spin) in kcal/mol: 46.3
Multiplicity: 1
E in Ha: -268.96617
LUMO in eV: 4.42
HOMO energy in eV: -2.629
Charge: -1

Löwdin atomic charge list, values in e, 5 entries: -0.20, -0.19, 0.06, 0.06, 0.06


2.
This record from OMol25 describes 2 unconnected molecules or ions with the total composition C19H21FN2O5S. The level of theory is wB97M-V/def2-TZVPD.

Geometry (Å):
1 C 3.9921 -0.6491 -3.7907
2 C 3.0427 0.5737 -3.8388
3 H 2.6836 0.6883 -4.7978
4 H 3.7034 1.4359 -3.5885
5 O 1.9395 0.4318 -3.2193
6 C 1.4281 1.6274 -2.7758
7 O 1.7917 2.8222 -3.1764
8 C 0.2488 1.1827 -1.8793
9 C -0.4351 2.2776 -1.3639
10 C -1.5297 2.1874 -0.4204
11 C -1.7177 0.7402 0.1574
12 C -0.9844 -0.3519 -0.4999
13 C -0.1702 0.0576 -1.5421
14 H 0.5330 -0.8755 -1.6399
15 N -1.2699 -1.5765 0.0197
16 S -0.3160 -1.5590 1.6078
17 O -0.5636 -2.8959 1.8782
18 O -0.8684 -0.5893 2.4900
19 C 1.1825 -1.3639 1.1990
20 C 2.1676 -2.1853 0.6985
21 C 3.3409 -1.9503 0.0333
22 C 3.8966 -0.5203 0.2466
23 C 2.9534 0.3946 0.7657
24 C 1.7855 0.1620 1.2687
25 H 0.9475 0.5211 1.5275
26 H 3.1585 1.4429 0.7070
27 F 4.8476 -0.0844 -0.4663
28 H 4.0065 -2.7658 -0.1936
29 H 1.8406 -3.1536 0.6216
30 H -0.9696 -2.1716 -0.4655
31 N -2.9060 0.6093 0.9166
32 C -3.6697 -0.5852 0.9050
33 H -3.5403 -1.1322 0.1694
34 C -5.1547 -0.0870 1.0906
35 H -5.7015 -1.0165 1.3257
36 O -5.3106 0.5608 2.4718
37 C -4.6947 1.7503 2.0794
38 H -4.7057 2.6225 3.2549
39 C -3.0825 1.5635 2.0510
40 H -2.3867 2.4824 2.0014
41 H -2.7949 1.2283 3.0048
42 H -4.7396 2.5443 1.4261
43 H -5.4119 0.3757 0.2266
44 H -3.2785 -0.9646 1.7886
45 H -1.9593 2.9097 -0.1075
46 H -0.3632 3.4015 -1.6062
47 H 3.2986 -1.4519 -4.1366
48 H 4.2717 -0.7302 -2.8829
49 H 4.7917 -0.7672 -4.5719

## Properties
Orbital gap in eV: 6.24
Energy relative to the best compared isomer or geometry (same formula, charge and spin) in kcal/mol: 388.5
Multiplicity: 1
E in Ha: -1719.76539
LUMO in eV: -1.31
HOMO energy in eV: -7.551

Löwdin atomic charge list, values in e, 5 entries: -0.01, -0.35, 0.11, 0.15, 0.01


3.
This record from OMol25 describes a molecular structure, C27H24IN5O2SeW. The level of theory is wB97M-V/def2-TZVPD.

Geometry (Å):
1 W 0.0313 -0.0273 0.3321
2 C 2.1759 -1.1100 2.2684
3 C 3.1860 -0.4064 1.3600
4 C 2.8837 0.9964 0.8855
5 C 3.6933 2.0382 1.2851
6 C 3.4963 3.3096 0.7652
7 C 2.5033 3.5004 -0.1775
8 C 1.6975 2.4316 -0.5051
9 N 1.8611 1.2051 0.0208
10 N 0.9916 -1.6886 1.5409
11 C 0.0123 -2.2231 2.5452
12 C -1.1943 -1.3485 2.7012
13 C -1.8587 -1.2115 3.8957
14 C -3.0326 -0.4691 3.9265
15 C -3.5081 0.0924 2.7540
16 C -2.7652 -0.0547 1.6024
17 N -1.6168 -0.7496 1.5695
18 C 1.4277 -2.8015 0.6481
19 C 1.7702 -2.3202 -0.7273
20 C 2.5883 -3.0308 -1.5846
21 C 2.7850 -2.5558 -2.8693
22 C 2.1543 -1.3813 -3.2605
23 C 1.3588 -0.7276 -2.3511
24 N 1.1676 -1.1865 -1.1004
25 H 1.8004 -0.4310 3.0296
26 H 2.6828 -1.9360 2.7732
27 H 3.4013 -1.0261 0.4883
28 H 4.1208 -0.3593 1.9168
29 H 4.4905 1.8530 1.9923
30 H 4.1191 4.1339 1.0877
31 H 2.3318 4.4639 -0.6353
32 H 0.8707 2.5533 -1.1885
33 H 0.5048 -2.4003 3.5004
34 H -0.3466 -3.1871 2.1881
35 H -1.4750 -1.6879 4.7877
36 H -3.5682 -0.3355 4.8573
37 H -4.4258 0.6621 2.7317
38 H -3.0841 0.4039 0.6777
39 H 0.5926 -3.4923 0.5387
40 H 2.2542 -3.3556 1.0963
41 H 3.0579 -3.9454 -1.2468
42 H 3.4214 -3.0945 -3.5593
43 H 2.2790 -0.9762 -4.2546
44 H 0.8511 0.1904 -2.6141
45 I -5.9994 2.0869 -5.7507
46 C -4.5845 1.5845 -4.3227
47 C -4.0935 2.5691 -3.4671
48 C -3.1425 2.2363 -2.5226
49 C -2.6955 0.9167 -2.4268
50 C -3.2007 -0.0690 -3.2773
51 C -4.1408 0.2666 -4.2312
52 C -1.6963 0.5689 -1.4407
53 O -1.3656 -0.6375 -1.1652
54 O -1.0538 1.4450 -0.7483
55 H -4.4536 3.5856 -3.5438
56 H -2.7468 2.9908 -1.8548
57 H -2.8529 -1.0899 -3.1853
58 H -4.5318 -0.4876 -4.9000
59 Se 0.4820 2.7910 4.2950
60 C 0.2574 1.8140 2.9016
61 N 0.1313 1.1144 1.9481

## Properties
Orbital gap (spin up / spin down) in eV: 6.93 / 6.54
Energy relative to the best compared isomer or geometry (same formula, charge and spin) in kcal/mol: 4.0
Multiplicity: 3
E in Ha: -4233.36289
LUMO (spin up / spin down) in eV: -6.18 / -6.64
HOMO energy (spin up / spin down) in eV: -13.110 / -13.174
Charge: +2

Löwdin atomic charge list, values in e, 5 entries: 1.77, -0.14, -0.08, -0.26, 0.01


4.
This record from OMol25 describes C18H20ClFN4O2 in the gas phase. The level of theory is wB97M-V/def2-TZVPD.

Geometry (Å):
1 C -2.2713 4.6054 6.0483
2 O -1.5982 4.3826 4.8099
3 C -2.2010 3.5398 3.9543
4 C -1.5227 3.3331 2.7000
5 C -2.0731 2.5129 1.7972
6 C -3.3312 1.8375 2.0943
7 N -3.9916 1.0511 1.3285
8 C -3.4703 0.5950 0.1246
9 O -3.8898 0.9506 -0.9525
10 C -2.4130 -0.4909 0.2516
11 C -1.8044 -0.8695 -1.0765
12 C -0.9341 0.1719 -1.8006
13 N 0.0188 -0.8975 -2.1451
14 C 1.4196 -0.5650 -2.0646
15 C 2.3133 -1.7091 -2.4763
16 C 1.8005 -2.8207 -3.1337
17 C 2.6203 -3.8707 -3.5116
18 C 3.9658 -3.7948 -3.2263
19 F 4.7553 -4.8277 -3.5967
20 C 4.5512 -2.7139 -2.5846
21 C 6.0241 -2.6663 -2.3046
22 C 3.6825 -1.6852 -2.2264
23 Cl 4.3682 -0.2867 -1.4396
24 C -0.5402 -1.7492 -1.0771
25 N -3.8378 2.1396 3.3298
26 N -3.3132 2.9776 4.2547
27 H -1.6468 5.3018 6.5987
28 H -3.2598 5.0307 5.8759
29 H -2.3805 3.6711 6.5988
30 H -0.5965 3.8609 2.5189
31 H -1.6228 2.3497 0.8276
32 H -1.6426 -0.1527 0.9538
33 H -2.8902 -1.3511 0.7312
34 H -2.5661 -1.2608 -1.7481
35 H -1.3623 0.7111 -2.6438
36 H -0.5033 0.8940 -1.0868
37 H 1.6085 0.2941 -2.7166
38 H 1.6926 -0.2444 -1.0450
39 H 0.7431 -2.8421 -3.3575
40 H 2.2326 -4.7403 -4.0238
41 H 6.2090 -2.5599 -1.2351
42 H 6.5121 -3.5708 -2.6558
43 H 6.4811 -1.8072 -2.7969
44 H 0.0224 -1.6525 -0.1355
45 H -0.6388 -2.8075 -1.3224
46 H -4.7194 1.7258 3.5854

## Properties
Orbital gap in eV: 8.51
Energy relative to the best compared isomer or geometry (same formula, charge and spin) in kcal/mol: 5.1
Multiplicity: 1
SMILES: COc1cc/c(=N\C(=O)CC2CN(Cc3ccc(F)c(C)c3Cl)C2)[nH]n1
E in Ha: -1627.42333
LUMO in eV: -0.06
HOMO energy in eV: -8.574

Löwdin atomic charge list, values in e, 5 entries: -0.07, -0.06, -0.37, 0.05, 0.04